Below is a 11-piece molecular cluster, C48H129N11O13 overall at a distorted geometry, with properties calculated with ωB97M-V/def2-TZVPD.

Structure (XYZ):
```
201
Properties=species:S:1:pos:R:3:forces:R:3
C 3.213 -4.634 8.386 0.502 -1.472 0.478
O 2.295 -3.751 7.821 0.029 -0.459 0.414
C 2.090 -4.036 6.470 -1.132 0.083 -0.144
C 1.272 -2.921 5.879 0.663 0.490 0.045
C 1.020 -3.174 4.434 -0.357 -0.681 -1.405
N 1.838 -1.592 6.112 -0.699 0.378 0.064
H 2.920 -5.738 8.358 -0.070 1.240 -0.276
H 3.299 -4.405 9.451 0.196 0.198 -0.187
H 4.205 -4.585 7.881 -0.410 0.152 0.328
H 3.018 -4.026 5.938 0.951 -0.421 -0.422
H 1.532 -4.988 6.322 0.509 0.197 0.153
H 0.316 -2.919 6.355 -0.810 0.034 0.607
H 0.442 -4.087 4.250 0.283 -0.242 0.322
H 1.921 -3.244 3.801 -0.255 0.255 0.432
H 0.339 -2.432 4.047 0.085 0.570 -0.262
H 2.741 -1.416 5.706 0.254 -0.430 -0.231
H 1.882 -1.391 7.101 0.089 -0.085 -0.006
C -3.591 3.210 -4.650 -1.418 -0.198 -0.072
O -4.293 2.318 -5.508 0.128 -0.228 0.203
C -5.632 2.651 -5.780 -0.034 1.085 0.709
C -6.281 1.415 -6.291 -1.354 -0.474 0.155
C -7.665 1.764 -6.861 -1.016 -0.536 0.227
N -6.431 0.411 -5.227 0.099 -0.073 0.225
H -2.642 2.738 -4.431 0.138 0.098 0.300
H -4.243 3.366 -3.755 0.913 0.123 -0.334
H -3.442 4.148 -5.184 0.156 0.323 0.229
H -6.200 3.051 -4.863 0.834 -0.582 -0.904
H -5.704 3.431 -6.545 0.208 0.266 -0.033
H -5.645 0.984 -7.072 -0.094 0.086 0.023
H -8.352 2.214 -6.092 0.799 -0.304 -0.401
H -8.212 0.850 -7.213 0.665 0.746 0.152
H -7.609 2.494 -7.676 0.086 -0.239 0.036
H -5.609 0.449 -4.628 0.102 -0.141 -0.243
H -7.190 0.685 -4.607 -0.106 0.013 -0.190
C 6.877 -6.214 4.275 -0.069 0.284 0.369
O 6.981 -4.803 4.143 -0.595 -0.434 0.316
C 5.654 -4.315 4.111 -0.695 0.039 0.233
C 5.645 -2.797 4.249 -0.748 -0.013 -0.636
C 5.923 -2.425 5.695 0.863 -0.090 -0.419
N 4.318 -2.273 3.804 0.799 -1.453 0.071
H 6.335 -6.660 3.422 0.099 0.118 0.272
H 6.353 -6.446 5.226 0.169 -0.120 -0.493
H 7.878 -6.606 4.319 0.373 -0.229 -0.033
H 5.172 -4.760 3.222 -0.115 0.737 -0.027
H 5.047 -4.651 4.978 0.385 -0.390 -0.174
H 6.455 -2.435 3.602 0.057 0.218 0.212
H 6.031 -1.357 5.781 -0.157 0.554 0.202
H 6.908 -2.834 5.916 0.054 -0.083 0.265
H 5.221 -2.798 6.441 -0.249 -0.025 -0.303
H 4.300 -1.281 3.841 0.115 1.056 0.182
H 4.219 -2.508 2.822 -0.213 -0.140 -0.129
C -2.573 1.318 1.525 -0.036 -0.083 0.125
O -2.918 0.370 2.514 0.535 -0.085 0.892
C -2.764 0.845 3.873 -0.598 0.372 -0.941
C -1.710 0.100 4.630 0.226 0.434 1.624
C -1.388 0.776 6.002 -0.107 -1.022 -0.209
N -0.460 0.085 3.914 -0.225 0.277 -0.710
H -1.702 1.927 1.828 -0.418 -0.119 -0.110
H -3.468 1.924 1.325 0.358 0.277 -0.166
H -2.300 0.766 0.621 -0.137 0.052 0.019
H -2.482 1.887 3.890 0.077 0.622 -0.327
H -3.757 0.781 4.334 0.216 -0.187 0.221
H -2.143 -0.888 4.795 0.239 -0.470 0.310
H -0.858 1.731 5.879 -0.339 -0.211 -0.165
H -0.695 0.091 6.532 -0.362 0.413 -0.158
H -2.285 0.892 6.615 0.096 0.137 -0.022
H 0.260 -0.371 4.428 0.677 0.020 1.171
H -0.575 -0.570 3.181 -0.193 -0.378 -1.570
C 2.679 0.531 -5.232 0.160 0.771 -1.407
O 2.197 1.859 -5.105 -0.877 -0.461 -0.494
C 1.109 2.061 -6.063 1.334 -0.446 0.863
C 0.677 3.512 -5.973 -0.405 0.009 -0.784
C 1.728 4.494 -6.553 0.179 -0.966 -1.061
N 0.246 3.805 -4.628 -0.292 0.005 0.362
H 3.216 0.446 -6.212 -0.683 -0.278 0.334
H 1.879 -0.229 -5.145 0.378 0.292 0.025
H 3.467 0.412 -4.529 0.374 -0.309 1.042
H 1.562 1.781 -7.054 -0.905 0.265 0.546
H 0.256 1.403 -5.749 0.636 0.380 -0.527
H -0.277 3.485 -6.559 0.787 0.520 -0.036
H 2.011 4.213 -7.603 -0.291 0.189 0.825
H 2.651 4.527 -5.981 0.019 -0.373 0.269
H 1.399 5.516 -6.578 -0.580 0.484 0.001
H 1.005 3.935 -3.964 -0.029 0.081 -0.277
H -0.343 4.626 -4.617 0.157 -0.016 -0.025
C -2.964 -1.062 -3.519 0.461 -0.370 -0.568
O -3.208 -0.679 -2.200 -0.155 -1.389 1.163
C -3.387 -1.862 -1.377 0.341 0.890 -0.480
C -4.801 -2.413 -1.338 -0.413 0.874 0.990
C -5.879 -1.368 -0.966 -0.106 0.998 -1.022
N -4.668 -3.567 -0.492 -0.476 -1.211 0.103
H -3.861 -1.581 -3.942 0.771 0.364 -0.058
H -2.051 -1.732 -3.561 -0.928 0.485 -0.156
H -2.725 -0.132 -4.041 -0.246 -0.303 -0.360
H -2.719 -2.704 -1.670 -0.239 0.664 -0.103
H -3.086 -1.553 -0.385 -0.008 0.088 0.495
H -5.057 -2.775 -2.296 -0.198 -0.469 -1.315
H -5.641 -0.435 -1.507 0.100 -0.262 -0.003
H -5.859 -1.049 0.068 -0.031 -0.351 0.475
H -6.932 -1.560 -1.300 0.957 -0.487 0.502
H -5.500 -4.137 -0.475 -0.135 -0.067 -0.195
H -4.480 -3.362 0.468 0.224 0.517 0.541
C 0.901 -1.979 0.502 0.052 -0.922 -0.044
O 0.911 -0.609 0.225 -0.288 0.536 0.102
C 0.203 -0.335 -0.981 1.178 -1.287 -0.394
C 0.131 1.165 -1.249 -1.047 -1.508 0.460
C -0.633 1.409 -2.512 -0.046 0.402 -0.698
N 1.419 1.790 -1.281 1.414 0.440 0.725
H -0.131 -2.409 0.469 0.443 0.373 0.278
H 1.355 -2.148 1.496 -0.313 0.117 -0.388
H 1.484 -2.546 -0.257 -0.218 0.291 0.363
H 0.763 -0.903 -1.777 -0.335 0.680 0.047
H -0.761 -0.845 -0.929 -0.438 0.399 -0.011
H -0.495 1.500 -0.410 0.512 0.628 -0.029
H -0.837 2.464 -2.651 0.353 0.265 -0.093
H -1.612 0.967 -2.466 -0.283 -0.595 -0.011
H -0.069 1.065 -3.398 -0.271 0.076 0.290
H 1.797 1.815 -0.330 -0.170 0.044 -0.262
H 2.100 1.198 -1.775 -0.519 0.269 -0.087
C 2.672 -2.639 -3.265 -0.980 0.412 0.133
O 2.931 -2.907 -1.931 1.533 -0.125 1.084
C 4.261 -2.529 -1.618 0.852 0.027 -0.111
C 4.553 -2.714 -0.134 0.686 0.309 -0.761
C 6.055 -2.459 0.174 -0.869 0.763 0.049
N 4.241 -4.044 0.343 0.837 -0.553 0.266
H 3.442 -3.038 -3.918 0.078 -0.170 -0.303
H 2.591 -1.550 -3.379 -0.011 -0.132 -0.411
H 1.704 -3.110 -3.407 -0.110 0.075 -0.748
H 5.004 -3.135 -2.180 -0.438 -0.089 -0.053
H 4.478 -1.484 -1.930 -0.373 -0.225 0.211
H 3.927 -1.975 0.360 -0.035 0.019 0.505
H 6.431 -1.473 -0.161 -0.318 -0.494 -0.007
H 6.697 -3.242 -0.213 0.024 -0.197 -0.328
H 6.148 -2.491 1.248 0.204 0.018 0.409
H 4.884 -4.713 -0.094 -0.139 0.298 0.294
H 3.338 -4.351 0.055 -0.872 0.044 -0.229
C 4.971 8.918 -2.992 -0.143 -0.194 -0.176
O 4.452 7.826 -2.265 0.588 1.202 1.136
C 3.949 6.778 -2.989 0.247 -0.460 -1.503
C 3.789 5.524 -2.151 -0.287 0.034 0.824
C 5.136 5.038 -1.690 0.646 -1.164 -0.398
N 2.926 4.615 -2.912 -0.391 0.537 1.166
H 5.439 9.562 -2.274 0.699 0.095 0.414
H 4.217 9.592 -3.423 -0.282 -0.594 -0.363
H 5.691 8.574 -3.762 -0.317 0.257 0.275
H 2.990 7.057 -3.448 0.058 -0.216 -0.071
H 4.700 6.531 -3.808 -0.860 0.069 0.403
H 3.362 5.711 -1.151 -0.966 0.507 -0.746
H 5.655 5.801 -1.128 0.134 0.281 0.093
H 5.713 4.771 -2.553 0.766 0.032 -0.686
H 5.143 4.111 -1.103 -0.510 0.253 0.163
H 3.380 4.035 -3.579 0.702 -0.417 -0.499
H 2.440 4.012 -2.266 -0.153 -0.426 0.049
C 0.575 -5.443 1.150 0.722 -0.413 -0.222
O -0.223 -5.702 2.272 1.931 0.542 0.498
C -1.522 -5.987 1.959 -1.397 -0.568 0.629
C -2.295 -6.022 3.284 0.662 0.173 -0.447
N -1.808 -7.044 4.176 -0.051 -0.066 0.145
C -2.587 -7.229 5.403 0.164 0.550 -0.825
C -2.008 -8.385 6.148 -0.884 -0.075 1.653
O -1.812 -9.506 5.383 -0.492 -2.499 -0.549
C -2.398 -10.711 5.951 1.129 0.529 0.040
H 0.119 -4.713 0.482 -0.107 0.392 0.062
H 0.716 -6.343 0.520 0.033 0.068 0.356
H 1.563 -5.087 1.501 -0.559 -0.154 -0.178
H -1.568 -6.952 1.464 -0.269 -0.310 -0.369
H -1.905 -5.190 1.327 -0.476 0.068 -0.345
H -3.351 -6.218 3.107 -0.115 0.280 -0.067
H -2.109 -5.022 3.687 -0.572 0.364 0.258
H -0.813 -6.907 4.370 -0.459 -0.083 0.003
H -3.676 -7.316 5.161 0.866 -0.269 0.011
H -2.504 -6.415 6.136 -0.135 0.488 -0.196
H -2.715 -8.604 6.984 0.515 0.152 -0.194
H -1.057 -8.084 6.595 0.164 0.124 0.117
H -1.768 -11.104 6.790 -0.468 0.407 -0.470
H -2.445 -11.508 5.194 -0.007 0.571 0.057
H -3.391 -10.459 6.321 -0.168 -0.253 0.035
C -2.959 4.332 -0.822 0.263 -1.840 0.448
O -2.556 4.875 -2.055 -0.622 -0.189 0.509
C -1.234 5.299 -1.965 0.957 0.501 -0.264
C -1.028 6.636 -1.262 -0.159 -0.264 0.296
N -1.590 7.812 -1.906 0.971 0.403 -0.080
C -3.017 7.952 -1.878 0.082 -0.437 0.844
C -3.511 9.348 -2.161 -1.206 -0.643 -1.222
O -4.931 9.171 -2.262 0.019 0.115 -0.141
C -5.681 10.358 -2.402 0.293 0.143 0.193
H -2.361 3.415 -0.530 -0.238 0.668 -0.649
H -3.979 3.969 -0.912 -0.181 0.311 -0.022
H -2.842 4.960 0.059 -0.235 0.635 -0.186
H -0.854 5.476 -2.978 -0.164 -0.390 0.061
H -0.636 4.503 -1.478 0.085 0.328 -0.227
H 0.042 6.770 -1.235 0.563 0.096 0.139
H -1.351 6.552 -0.213 -0.097 0.382 -0.250
H -1.237 7.892 -2.862 -0.062 -0.070 0.362
H -3.335 7.729 -0.858 -0.132 -0.278 0.026
H -3.457 7.213 -2.541 -0.706 0.176 -0.153
H -3.171 9.646 -3.157 0.375 0.466 0.083
H -3.273 10.089 -1.399 0.265 0.013 0.086
H -5.404 11.017 -1.566 -0.445 0.147 -0.088
H -6.738 10.057 -2.357 0.358 0.290 0.055
H -5.502 10.930 -3.341 0.066 -0.539 0.302
```
Positions in Å, forces in eV/Å.

## Properties
* energy relative to the best compared isomer or geometry (same formula, charge and spin): 19.8 kcal/mol
* multiplicity: 1

Here are the Löwdin charges for atoms 1 to 99, given in e:
1. C -0.134
2. O -0.175
3. C -0.225
4. C -0.435
5. C -0.067
6. N 0.069
7. H 0.104
8. H 0.085
9. H 0.082
10. H 0.094
11. H 0.142
12. H 0.131
13. H 0.070
14. H 0.069
15. H 0.051
16. H 0.047
17. H 0.073
18. C -0.081
19. O -0.208
20. C -0.255
21. C -0.455
22. C -0.077
23. N 0.041
24. H 0.068
25. H 0.095
26. H 0.087
27. H 0.152
28. H 0.123
29. H 0.142
30. H 0.087
31. H 0.087
32. H 0.071
33. H 0.053
34. H 0.066
35. C -0.109
36. O -0.177
37. C -0.239
38. C -0.411
39. C -0.051
40. N 0.068
41. H 0.092
42. H 0.095
43. H 0.080
44. H 0.120
45. H 0.111
46. H 0.127
47. H 0.072
48. H 0.083
49. H 0.067
50. H 0.064
51. H 0.046
52. C -0.121
53. O -0.196
54. C -0.199
55. C -0.450
56. C -0.053
57. N 0.068
58. H 0.094
59. H 0.087
60. H 0.068
61. H 0.114
62. H 0.129
63. H 0.132
64. H 0.081
65. H 0.066
66. H 0.071
67. H 0.027
68. H 0.046
69. C -0.133
70. O -0.222
71. C -0.185
72. C -0.431
73. C -0.051
74. N 0.059
75. H 0.099
76. H 0.088
77. H 0.063
78. H 0.132
79. H 0.124
80. H 0.146
81. H 0.086
82. H 0.058
83. H 0.058
84. H 0.043
85. H 0.056
86. C -0.129
87. O -0.227
88. C -0.199
89. C -0.440
90. C -0.043
91. N 0.034
92. H 0.100
93. H 0.103
94. H 0.077
95. H 0.129
96. H 0.112
97. H 0.116
98. H 0.065
99. H 0.066